Entry 1:
DFT (ωB97M-V/def2-TZVPD) results for C5H7F3N2O as an isolated structure.

The electronic energy is -18475.419 eV. The gap between HOMO and LUMO comes out at 10.3 eV. For the energy above the lowest of the compared OMol25 structures with the same formula, charge and spin, the calculation gives 2.302 eV. The calculation puts the molar mass at 168.1 g/mol. The calculation puts the HOMO energy at -0.3521 Eh. The spin multiplicity is 1. Its total charge is 0.

Each line ends with the Mulliken charge.
Atoms and positions in Å:
C 0.515 0.163 1.007  0.580
C -1.102 0.279 -2.673  0.314
C 1.154 -0.734 3.140  -0.638
C 0.388 -0.239 -0.858  -0.109
C -1.060 0.297 -1.231  0.278
N -0.072 1.206 1.246  -0.598
N -0.155 0.234 -3.447  -0.479
O 1.111 -0.828 1.617  -0.304
F -2.439 0.513 -3.062  -0.264
F 0.585 -1.552 -1.027  -0.297
F -2.082 -0.501 -0.665  -0.323
H 0.389 -1.493 3.346  0.256
H 1.022 0.313 3.422  0.326
H 2.142 -1.125 3.346  0.219
H 1.169 0.323 -1.321  0.389
H -1.178 1.325 -0.570  0.213
H -0.163 1.583 2.161  0.186
H -0.225 0.237 -4.431  0.251

Entry 2:
DFT (ωB97M-V/def2-TZVPD) results for C15H30CuIO15 as an isolated structure.

The electronic energy is -99495.439 eV. The gap between HOMO and LUMO comes out at 7.6 eV. For the energy above the lowest of the compared OMol25 structures with the same formula, charge and spin, the calculation gives 0.112 eV. The calculation puts the molar mass at 640.8 g/mol. The calculation puts the HOMO energy at -0.2665 Eh. The spin multiplicity is 1. Its total charge is 0.

Each line ends with the Mulliken charge.
Atoms and positions in Å:
Cu -14.569 9.707 0.930  1.287
I -16.455 7.799 -0.041  -0.614
C -11.216 12.867 0.083  -0.638
O -11.604 13.178 1.411  -0.419
C -12.344 12.280 2.038  0.517
O -12.830 11.297 1.537  0.046
O -12.498 12.687 3.289  -0.451
C -13.168 11.789 4.168  -0.324
H -10.496 12.052 0.103  0.271
H -10.780 13.732 -0.411  0.310
H -12.083 12.616 -0.534  0.230
H -12.524 10.957 4.443  0.265
H -14.073 11.390 3.711  -0.178
H -13.488 12.374 5.027  0.385
C -15.865 13.679 2.929  -0.536
O -17.038 13.202 2.309  -0.376
C -16.934 12.289 1.357  0.427
O -15.997 11.562 1.146  -0.141
O -18.042 12.329 0.627  -0.421
C -18.092 11.374 -0.426  -0.353
H -15.645 13.137 3.849  0.233
H -15.991 14.726 3.196  0.337
H -15.009 13.598 2.258  0.154
H -17.909 10.364 -0.050  0.002
H -17.353 11.572 -1.201  0.232
H -19.090 11.354 -0.855  0.272
C -17.796 10.173 3.683  -0.266
O -17.208 9.131 4.453  -0.420
C -15.910 8.951 4.381  0.663
O -15.159 9.456 3.587  -0.226
O -15.551 8.115 5.347  -0.399
C -14.168 7.758 5.384  -0.297
H -18.804 10.272 4.082  0.285
H -17.842 9.914 2.626  0.113
H -17.284 11.124 3.832  0.052
H -13.561 8.637 5.149  -0.093
H -13.983 6.985 4.638  0.276
H -13.923 7.453 6.396  0.316
C -10.955 8.633 2.994  0.114
O -10.979 7.356 2.376  -0.415
C -11.982 7.160 1.521  0.515
O -12.886 7.908 1.302  -0.360
O -11.789 5.984 0.942  -0.403
C -12.591 5.769 -0.224  -0.360
H -10.931 9.428 2.250  -0.021
H -10.077 8.664 3.634  0.340
H -11.822 8.758 3.648  -0.220
H -12.480 6.600 -0.924  0.051
H -13.647 5.697 0.037  0.234
H -12.257 4.853 -0.699  0.262
C -14.705 9.412 -3.389  -0.424
O -13.335 9.022 -3.158  -0.433
C -12.709 9.414 -2.062  0.693
O -13.258 9.918 -1.107  -0.463
O -11.402 9.232 -2.233  -0.383
C -10.576 9.434 -1.098  -0.197
H -15.229 8.517 -3.715  0.258
H -14.636 10.111 -4.218  0.269
H -15.153 9.757 -2.461  0.059
H -11.136 9.803 -0.237  -0.314
H -9.730 10.053 -1.379  0.404
H -10.189 8.469 -0.745  0.271

Entry 3:
DFT (ωB97M-V/def2-TZVPD) results for C5H14N4 as an isolated structure.

The electronic energy is -11368.128 eV. The gap between HOMO and LUMO (spin up / spin down) comes out at 7.5 / 7.1 eV. For the energy above the lowest of the compared OMol25 structures with the same formula, charge and spin, the calculation gives 4.286 eV. The calculation puts the molar mass at 130.2 g/mol. The calculation puts the HOMO energy (spin up / spin down) at -0.2794 / -0.2793 Eh. The spin multiplicity is 1. Its total charge is 0.

Each line ends with the Mulliken charge.
Atoms and positions in Å:
C -0.437 1.337 1.993  -0.947
N 0.022 0.118 1.351  -0.367
C 1.074 0.100 0.280  0.646
N 2.237 -0.634 0.622  -0.596
N 1.225 1.322 -0.214  -0.776
H -0.030 -0.735 1.896  0.328
H 2.077 -1.501 1.119  0.229
H 2.968 -0.079 1.045  0.250
H 2.037 1.327 -0.829  0.243
H -0.499 2.120 1.240  0.339
H 0.254 1.679 2.771  0.311
H -1.419 1.160 2.438  0.302
C -2.112 -0.060 -0.455  -0.827
C 0.065 -0.690 -2.244  -1.520
C 0.031 -1.107 -0.791  0.223
N -1.125 -1.032 -0.031  -0.289
H 0.516 -2.079 -0.643  0.425
H -2.857 0.058 0.333  0.271
H -2.628 -0.461 -1.333  0.354
H -1.654 0.903 -0.714  0.278
H -0.729 -1.161 -2.830  0.337
H -0.045 0.391 -2.336  0.397
H 1.030 -0.974 -2.668  0.387

Entry 4:
DFT (ωB97M-V/def2-TZVPD) results for C44H32BrCl2DyF15GeIN2O3S7 as an isolated structure.

The electronic energy is -355667.704 eV. The gap between HOMO and LUMO (spin up / spin down) comes out at 6.9 / 6.9 eV. The calculation puts the molar mass at 1659.0 g/mol. The calculation puts the HOMO energy (spin up / spin down) at -0.2607 / -0.2605 Eh. The expectation value of S² is 9.343. The spin multiplicity is 6. Its total charge is 0.

Each line ends with the Mulliken charge.
Atoms and positions in Å:
Dy 0.827 0.331 1.246  0.713
C 5.022 2.277 1.300  -0.756
C 5.371 0.888 1.763  -1.264
S 4.138 -0.385 1.402  0.474
C 4.717 -1.102 -0.124  -1.111
C 4.355 -0.295 -1.367  -1.150
S 2.642 0.254 -1.417  0.314
C 2.738 1.785 -2.299  -1.095
C 1.526 2.688 -2.176  -0.066
S 0.890 3.046 -0.548  0.527
C 1.843 4.452 -0.024  -1.152
C 3.241 4.126 0.495  -1.132
S 3.285 2.614 1.517  0.651
H 5.249 2.386 0.223  0.249
H 5.583 3.030 1.871  0.540
H 5.542 0.855 2.835  0.465
H 6.320 0.589 1.295  0.454
H 4.285 -2.090 -0.176  0.402
H 5.794 -1.228 -0.063  0.554
H 4.491 -0.900 -2.277  0.532
H 4.989 0.581 -1.469  0.508
H 2.850 1.515 -3.345  0.504
H 3.656 2.294 -2.011  0.530
H 0.673 2.258 -2.717  -0.765
H 1.740 3.668 -2.628  0.874
H 1.238 4.867 0.806  0.321
H 1.932 5.151 -0.854  0.597
H 3.609 4.931 1.126  0.656
H 3.942 3.994 -0.310  0.429
Cl 2.437 -2.610 3.344  -0.097
C 1.137 -3.686 2.988  0.465
C 0.893 -4.631 3.995  -0.623
C -0.196 -5.498 3.940  -0.681
C -0.958 -5.539 2.789  -0.675
C -0.672 -4.703 1.676  0.177
Cl -1.654 -4.987 0.331  -0.162
C 0.356 -3.693 1.761  -0.372
S 0.593 -2.579 0.469  0.057
H 1.581 -4.637 4.855  0.374
H -0.409 -6.164 4.802  0.360
H -1.812 -6.181 2.637  0.446
I -3.330 4.162 4.432  0.081
C -1.444 3.885 3.584  -0.866
C -0.205 3.873 4.249  -0.384
N 0.674 3.255 3.458  0.098
N 0.103 2.856 2.272  0.292
C -1.177 3.271 2.360  -0.395
H 0.028 4.313 5.202  0.457
H 1.587 2.925 3.749  0.146
H -1.895 3.194 1.535  0.667
Br -2.623 -3.691 6.990  -0.187
C -1.571 -2.291 6.366  -0.046
C -0.815 -1.472 7.258  -0.540
C 0.038 -0.527 6.741  -0.618
C 0.206 -0.441 5.334  0.446
C -0.593 -1.185 4.499  0.586
C -1.520 -2.066 5.007  -0.619
C 1.225 0.502 4.689  -0.145
O 1.788 1.283 5.467  -0.793
O 1.394 0.427 3.397  0.185
H -0.948 -1.585 8.336  0.411
H 0.634 0.183 7.351  0.440
H -0.538 -1.067 3.415  0.106
H -2.145 -2.680 4.351  0.374
F -2.689 0.131 -5.875  -0.349
C -3.040 1.205 -5.110  0.722
C -2.504 1.325 -3.833  0.561
C -2.852 2.469 -3.120  -0.872
F -2.490 2.631 -1.828  0.054
C -3.659 3.436 -3.679  -0.122
F -3.924 4.538 -2.924  -0.311
C -4.222 3.287 -4.934  0.559
F -5.041 4.216 -5.442  -0.287
C -3.866 2.173 -5.679  0.262
F -4.273 2.072 -6.968  -0.299
Ge -1.270 -0.135 -3.335  -1.319
S -0.479 0.068 -1.324  -0.011
C 0.359 -0.274 -4.426  0.612
C 0.743 0.763 -5.276  0.128
F -0.032 1.873 -5.394  -0.385
C 1.869 0.661 -6.093  0.473
F 2.154 1.682 -6.939  -0.342
C 2.652 -0.483 -6.095  0.361
F 3.788 -0.539 -6.787  -0.299
C 2.342 -1.474 -5.181  0.430
F 3.185 -2.515 -4.997  -0.353
C 1.214 -1.383 -4.379  0.158
F 0.988 -2.403 -3.511  -0.411
C -2.498 -1.703 -3.374  0.200
C -3.654 -1.788 -2.596  -0.033
F -4.003 -0.726 -1.831  -0.463
C -4.466 -2.898 -2.602  0.185
F -5.555 -2.971 -1.814  -0.362
C -4.257 -3.930 -3.508  0.643
F -5.092 -4.983 -3.555  -0.305
C -3.172 -3.853 -4.340  0.166
F -2.903 -4.840 -5.238  -0.308
C -2.319 -2.747 -4.270  0.380
F -1.308 -2.660 -5.168  -0.294
C -3.828 0.584 2.195  -0.945
S -2.689 0.028 0.923  0.971
C -3.049 -1.712 0.900  -0.645
O -1.335 0.141 1.673  -0.402
H -4.853 0.438 1.827  0.450
H -3.671 1.653 2.374  0.171
H -3.674 0.010 3.113  0.272
H -3.955 -1.902 0.303  0.421
H -3.154 -2.052 1.941  0.397
H -2.177 -2.208 0.470  -0.227